Entry from the OMol25 dataset: a molecular structure, C4H5I3O at a distorted geometry (ωB97M-V/def2-TZVPD).

Each line ends with the natural charge from an NBO analysis.
Atoms and positions in Å:
C -0.775 -1.761 1.463  -0.256
C 0.088 -0.762 1.317  -0.344
C 1.361 1.211 -0.600  -0.289
C 1.313 -0.859 0.516  0.329
O 2.019 0.050 -0.055  -0.492
I -0.377 1.051 2.366  0.176
I 2.703 -2.354 1.002  0.291
I -0.140 -1.847 -2.011  -0.545
H -1.661 -1.636 2.174  0.235
H -0.450 -2.645 1.101  0.224
H 1.288 2.050 0.198  0.215
H 0.430 0.797 -0.887  0.228
H 2.033 1.541 -1.450  0.228

Properties
- Charge: 0
- ΔE to the lowest compared entry with this formula, charge and spin: 35.4 kcal per mole
- Total energy: -30575.226 eV
- Highest occupied orbital energy (alpha / beta): -8.12 / -8.12 eV
- Kohn-Sham gap (alpha / beta): 6.12 / 6.12 eV
- LUMO (alpha / beta): -1.9999 / -1.9988 eV

---

Entry from the OMol25 dataset: 2 unconnected molecules or ions with the total composition C3H9NO at a distorted geometry (ωB97M-V/def2-TZVPD).

Each line ends with the natural charge from an NBO analysis.
Atoms and positions in Å:
C 2.343 2.152 -0.342  -0.474
N 2.842 0.827 -0.377  -0.229
H 3.178 2.711 0.123  0.312
H 1.481 2.212 0.329  0.282
H 2.220 2.498 -1.365  0.270
H 3.613 0.692 -1.038  0.413
H 3.056 0.319 0.488  0.425
O -1.208 -0.912 1.070  -0.556
C -2.331 -0.907 0.636  0.452
C -2.964 -2.153 0.087  -0.734
H -2.969 0.002 0.688  0.113
H -2.471 -3.015 0.547  0.244
H -2.742 -2.206 -0.990  0.244
H -4.047 -2.219 0.145  0.239

Properties
- Charge: +1
- Expectation value of S²: 0.7540
- 2S+1: 2
- ΔE to the lowest compared entry with this formula, charge and spin: 37.1 kcal per mole
- Total energy: -6784.701 eV
- Highest occupied orbital energy (alpha / beta): -12.52 / -12.52 eV
- Kohn-Sham gap (alpha / beta): 8.62 / 3.57 eV
- LUMO (alpha / beta): -3.8976 / -8.9478 eV

---

Entry from the OMol25 dataset: a molecular structure, C26H28As2N3O9PdS6 at a distorted geometry (ωB97M-V/def2-TZVPD).

Each line ends with the Mulliken charge.
Atoms and positions in Å:
Pd 0.805 1.469 0.210  0.821
N 3.829 2.214 3.274  -0.419
C 2.753 2.102 2.477  0.674
S 3.072 1.770 0.792  -0.407
N 1.583 2.233 3.056  -1.166
N 0.509 2.161 2.266  1.108
C -0.619 2.084 2.898  -0.957
C -1.914 1.842 2.365  0.979
C -2.959 1.672 3.301  -0.968
C -4.235 1.386 2.911  -0.790
C -4.539 1.263 1.536  -0.730
C -3.556 1.384 0.600  -0.443
C -2.216 1.693 0.968  0.599
O -1.354 1.897 0.033  -0.746
H 4.742 2.013 2.909  0.199
H 3.706 2.307 4.268  0.227
H -0.547 2.154 3.980  0.396
H -2.727 1.774 4.356  0.435
H -5.014 1.242 3.648  0.429
H -5.563 1.090 1.227  0.447
H -3.761 1.293 -0.461  0.529
C 3.941 5.011 -1.310  -0.330
S 2.750 5.967 -2.289  -0.057
C 1.247 5.815 -1.415  -0.046
C 0.552 4.639 -1.068  0.219
S 1.050 3.118 -1.618  -0.340
S -0.929 4.931 -0.176  0.114
C -0.890 6.664 -0.221  0.034
S -2.057 7.575 0.441  -0.169
S 0.512 7.310 -1.011  -0.063
H 4.794 4.869 -1.972  0.347
H 3.542 4.050 -1.012  -0.154
H 4.236 5.599 -0.443  0.280
C 3.719 -1.979 0.330  -0.441
O 3.560 -1.426 -0.999  -0.363
C 2.375 -1.129 -1.508  -0.456
O 2.290 -0.263 -2.349  -0.602
C 1.104 -1.800 -1.064  1.038
C 0.912 -3.096 -0.835  1.078
As -0.501 -3.988 0.314  0.251
C -0.989 -5.523 -0.781  -1.206
C -1.717 -2.543 -0.233  0.208
C -1.263 -1.360 0.223  0.273
As -0.295 -0.308 -1.107  1.571
C -0.866 -0.550 -2.938  -1.462
C -0.527 -1.230 1.520  -0.267
O 0.504 -0.587 1.645  -0.339
O -1.119 -1.840 2.527  -0.323
C -0.393 -1.847 3.774  -0.744
C -2.538 -2.587 -1.489  0.243
O -2.407 -3.391 -2.375  -0.563
O -3.452 -1.609 -1.490  -0.151
C -4.388 -1.597 -2.589  -0.859
C 1.938 -4.183 -1.033  -0.508
O 2.229 -4.884 -0.096  -0.548
O 2.464 -4.428 -2.229  -0.326
C 2.038 -3.776 -3.442  -0.380
H 3.673 -3.060 0.327  0.321
H 2.971 -1.571 1.007  0.079
H 4.706 -1.665 0.647  0.288
H -0.162 -6.230 -0.730  0.372
H -1.216 -5.260 -1.806  0.341
H -1.862 -5.982 -0.322  0.480
H -0.986 -1.592 -3.211  0.474
H -0.058 -0.100 -3.509  0.474
H -1.781 0.012 -3.109  0.429
H -1.019 -2.388 4.473  0.313
H -0.216 -0.831 4.117  0.252
H 0.558 -2.357 3.641  0.333
H -4.690 -0.563 -2.725  0.268
H -5.251 -2.204 -2.327  0.303
H -3.931 -1.989 -3.491  0.407
H 2.880 -3.837 -4.122  0.269
H 1.773 -2.736 -3.292  0.152
H 1.192 -4.315 -3.864  0.269

Properties
- Charge: +1
- ΔE to the lowest compared entry with this formula, charge and spin: 20.0 kcal per mole
- Total energy: -240471.228 eV
- Highest occupied orbital energy (alpha / beta): -10.07 / -10.07 eV
- Kohn-Sham gap (alpha / beta): 4.46 / 4.48 eV
- LUMO (alpha / beta): -5.6163 / -5.5978 eV

---

Entry from the OMol25 dataset: a single C5H9NO molecule at a distorted geometry (ωB97M-V/def2-TZVPD).

Each line ends with the natural charge from an NBO analysis.
Atoms and positions in Å:
C -1.407 -0.161 0.965  -0.716
C -1.016 -0.845 -0.297  0.549
O -1.201 -2.028 -0.509  -0.561
C -0.394 -0.004 -1.313  -0.164
C 0.634 1.017 -1.127  -0.271
N 1.152 -0.216 -0.639  -0.348
C 1.492 -0.166 0.828  -0.443
H -1.036 -0.726 1.818  0.235
H -2.496 -0.176 0.930  0.249
H -1.060 0.874 0.998  0.210
H -0.739 -0.193 -2.343  0.231
H 1.088 1.203 -2.093  0.219
H 0.534 1.886 -0.486  0.193
H 1.110 0.701 1.396  0.180
H 1.261 -1.065 1.413  0.215
H 2.589 -0.073 0.826  0.224

Properties
- Charge: 0
- ΔE to the lowest compared entry with this formula, charge and spin: 91.5 kcal per mole
- Total energy: -8865.245 eV
- Highest occupied orbital energy: -9.03 eV
- Kohn-Sham gap: 9.81 eV
- SMILES: CC(=O)[C@H]1CN1C
- LUMO: 0.7755 eV

---

ΔE to the lowest compared entry with this formula, charge and spin of number 4 (C5H9NO)? 91.5 kcal per mole